Density functional theory data (ωB97M-V/def2-TZVPD) for a molecular structure, C17H38N6O3PPtS2.

The value obtained for the strongest force on any atom is 0.314 eV/Å. The spin multiplicity is 2. For the HOMO energy (alpha / beta), the calculation gives -0.266 / -0.257 Ha. For the HOMO-LUMO gap (alpha / beta), the calculation gives 7.48 / 6.46 eV. The total energy is -2481.92479 a.u.

Atoms and positions in Å:
C -2.628 -0.623 1.128
H -4.300 -3.296 -2.879
C -3.512 -1.319 -3.420
H 1.606 -2.400 1.005
H 3.609 0.528 2.555
P 1.089 1.513 -0.792
H -0.210 2.383 2.434
O 1.761 1.942 -2.185
H 1.874 0.054 5.007
H -0.575 -2.723 0.641
C 0.038 2.011 3.427
H -1.473 0.643 -3.156
H -1.643 -0.029 2.939
C -0.346 -3.788 -1.023
N 1.971 -0.757 2.242
H -3.003 1.405 -3.658
H 2.920 3.314 -0.315
C -1.544 0.149 1.863
H -2.418 1.567 -1.982
N -3.855 -2.048 -1.233
H 1.982 3.371 1.968
S 0.548 -1.028 -2.800
H 0.726 -3.982 -0.949
H 3.422 0.707 -1.987
S -0.068 2.997 -0.256
C 0.793 -0.072 2.264
H 2.580 0.639 -3.532
H -0.876 1.883 4.010
C -3.229 -0.789 -1.194
H -5.172 -3.425 -0.425
N 0.812 0.783 3.330
C 3.192 2.544 0.408
C 2.047 0.622 4.089
N -3.251 -0.269 -2.464
H 3.304 2.335 2.558
C -4.801 -2.425 -0.197
H -2.580 -1.805 -3.741
H -5.428 -1.941 -2.638
H -4.338 -2.459 0.782
H -0.587 -3.603 -2.064
H 4.194 3.044 -2.498
C -2.490 0.900 -2.837
Pt 0.133 -0.473 -0.696
H -3.575 -0.411 1.640
C 2.945 -0.138 3.118
C 2.403 -1.697 1.237
C 3.020 3.079 1.812
C 2.921 1.311 -2.747
H 2.454 1.596 4.357
H -2.440 -1.700 1.227
N -0.199 -0.270 1.434
H 3.549 -0.897 3.614
H -4.028 -0.936 -4.301
H 3.653 3.957 1.952
H 4.227 2.245 0.221
H 2.704 -1.203 0.311
H 3.307 2.995 -4.025
H -5.661 -1.743 -0.161
H 4.698 1.929 -3.777
H 3.244 -2.259 1.646
H -1.715 1.206 1.652
C 3.835 2.387 -3.290
C -4.375 -2.249 -2.585
O -0.711 -2.607 -0.306
H 0.656 2.758 3.924
N -2.657 -0.166 -0.236
H -0.915 -4.639 -0.646
O 2.386 1.370 0.199

How is the electron density shared among the atoms? According to natural (NBO), the charges in e are: C -0.221; H 0.201; C -0.216; H 0.201; H 0.193; P 1.590; H 0.253; O -0.855; H 0.194; H 0.490; C -0.422; H 0.208; H 0.181; C -0.251; N -0.416; H 0.193; H 0.203; C -0.234; H 0.253; N -0.449; H 0.231; S -0.511; H 0.174; H 0.175; S -0.697; C 0.692; H 0.210; H 0.195; C 0.624; H 0.202; N -0.438; C -0.076; C -0.208; N -0.416; H 0.186; C -0.403; H 0.192; H 0.174; H 0.210; H 0.220; H 0.202; C -0.419; Pt 0.459; H 0.189; C -0.206; C -0.403; C -0.633; C -0.065; H 0.208; H 0.162; N -0.693; H 0.204; H 0.203; H 0.215; H 0.177; H 0.228; H 0.217; H 0.179; H 0.208; H 0.202; H 0.221; C -0.623; C -0.213; O -0.741; H 0.204; N -0.614; H 0.172; O -0.876

=====

Density functional theory data (ωB97M-V/def2-TZVPD) for a molecular structure, C17H39AsF6K3N5O34S4.

The value obtained for the strongest force on any atom is 5.158 eV/Å. For the HOMO energy, the calculation gives -0.058 Ha. For the HOMO-LUMO gap, the calculation gives 3.35 eV. Its net charge is -2. The total energy is -9730.29836 a.u.

Atoms and positions in Å:
H 12.158 -7.390 -2.863
S 4.891 -4.587 -7.101
H 5.264 -7.461 -6.631
F 1.712 -6.153 -2.984
O 10.437 -5.127 -2.040
O 8.928 -1.521 -0.716
O 5.490 -6.157 3.329
O 5.350 -3.200 -7.099
H 12.367 -6.246 -4.178
K 5.595 -1.724 -4.701
C 3.060 -3.131 2.180
O 2.228 -0.875 -2.808
H 4.776 -5.850 -4.145
H 10.609 -4.421 -5.960
H 7.651 -4.744 -2.049
N 4.322 -8.621 -2.066
O 5.081 -8.524 -3.033
C 12.147 -7.288 -3.948
O 9.395 -7.526 -9.572
O 4.363 -5.099 -8.353
O 8.084 -7.704 0.083
O 3.944 -4.962 -5.747
O 8.752 -9.680 1.623
H 11.983 -4.799 2.011
H 5.242 -4.636 0.885
O 10.040 -8.154 -3.851
H 7.653 -3.267 -2.947
C 7.948 -7.838 -1.291
H 2.684 -4.151 2.104
O 10.944 -6.810 -0.202
H 7.156 -4.726 -3.696
O 7.930 -6.463 -8.676
O 8.801 -0.701 -4.263
H 7.429 -9.159 -8.055
F -0.739 -6.657 -2.865
S 10.674 -5.418 -0.614
H 6.148 -7.163 -5.150
O 2.942 -2.545 -4.040
C 3.731 -9.955 -1.844
C 6.009 -5.389 1.063
C 4.370 -6.101 -5.124
H 9.108 -9.754 -1.435
K 5.540 -1.391 -0.775
H 12.069 -3.095 1.683
O 5.197 0.757 -2.966
O 9.519 -4.677 0.343
H 10.370 -3.214 -7.258
H 11.605 -2.705 -1.518
O 7.260 -9.872 -0.550
H 8.629 -7.227 -1.884
C 5.515 -6.690 -5.901
H 5.678 -6.411 0.875
O 4.013 -7.642 -1.346
N 8.584 -7.456 -8.685
H 9.110 -9.245 -7.461
H 6.878 -4.972 0.554
O 5.711 -3.833 -2.475
As 0.667 -7.585 -3.590
H 12.871 -7.940 -4.438
O 1.387 -2.926 -2.565
H 4.564 -10.644 -1.705
H 8.094 -4.300 -5.781
H 9.632 -3.036 1.608
C 10.027 -3.558 -6.283
O 3.284 -2.540 0.935
O 6.085 -5.527 -6.495
H 9.824 -4.707 2.302
F 0.921 -8.404 -2.078
H 7.771 -9.621 -2.528
H 3.130 -9.851 -0.941
C 7.066 -4.167 -2.765
H 3.041 -10.148 -2.666
H 3.105 -0.703 -3.159
C 8.528 -3.596 -6.492
F -0.408 -8.874 -4.071
H 3.493 -6.741 -5.027
O 6.411 -8.766 1.674
N 6.080 -5.363 2.604
O 11.817 -4.340 0.039
H 6.969 -7.528 -1.658
H 8.269 -3.880 -7.512
H 3.884 -3.248 2.884
C 8.281 -8.579 -7.702
H 8.084 -7.908 -6.866
S 9.240 -1.269 -5.519
C 10.977 -1.855 -1.787
H 11.753 -1.092 -1.848
N 10.126 -1.355 -0.645
K 3.239 -4.966 -1.296
N 10.825 -7.550 -4.584
C 4.568 1.416 -2.109
O 9.769 -0.443 -6.660
O 3.592 2.228 -2.497
O 4.853 1.403 -0.889
O 6.717 -4.462 3.178
C 10.060 -4.030 1.481
H 10.377 -1.990 -2.687
S 7.621 -9.093 0.908
C 2.168 -2.149 -3.112
O 10.222 -2.594 -5.294
F 0.379 -6.738 -5.168
H 3.690 2.222 -3.452
O 10.759 -0.877 0.310
O 10.592 -7.148 -5.737
C 11.575 -4.016 1.372
O 8.055 -2.345 -6.018
F 2.097 -8.391 -4.274
C 8.093 -9.365 -1.518
H 2.432 -2.591 2.888

Löwdin population analysis, charges in e, atoms 1 to 99: H 0.089; S 0.756; H 0.128; F -0.374; O -0.253; O 0.094; O 0.042; O -0.300; H 0.096; K 0.803; C -0.429; O 0.107; H 0.120; H 0.127; H 0.026; N -0.372; O 0.037; C 0.042; O 0.047; O -0.235; O -0.216; O -0.142; O -0.248; H 0.123; H 0.073; O 0.064; H 0.037; C -0.203; H 0.033; O -0.247; H 0.038; O 0.068; O -0.223; H 0.103; F -0.302; S 0.776; H 0.119; O -0.131; C 0.048; C 0.083; C -0.227; H 0.126; K 0.772; H 0.136; O -0.120; O -0.207; H 0.126; H 0.073; O -0.196; H 0.102; C -0.182; H 0.077; O -0.004; N -0.447; H 0.091; H 0.088; O -0.487; As 0.909; H 0.102; O -0.028; H 0.096; H 0.111; H 0.131; C -0.189; O -0.452; O -0.239; H 0.133; F -0.266; H 0.129; H 0.103; C -0.340; H 0.096; H 0.060; C -0.175; F -0.275; H 0.117; O -0.242; N -0.386; O -0.237; H 0.116; H 0.134; H 0.019; C 0.068; H 0.075; S 0.783; C 0.057; H 0.100; N -0.395; K 0.771; N -0.391; C -0.897; O -0.263; O 0.097; O -0.080; O 0.002; C -0.167; H 0.074; S 0.783; C -0.890